A cluster of 2 separate species, C2H7FO2Si in total at a distorted geometry. Source: OMol25; level of theory: wB97M-V/def2-TZVPD.

Results
- HOMO: -8.42 eV
- Energy relative to the best compared isomer or geometry (same formula, charge and spin): 3.637 eV
- HOMO-LUMO gap: 8.0953 eV

```
13
Properties=species:S:1:pos:R:3:forces:R:3:nbo_charge:R:1
C 0.581 1.638 -0.575 0.08 -0.77 -0.08 -1.181
C 1.144 -1.264 0.909 -0.35 0.34 -0.62 -1.179
O -0.757 -0.908 -1.365 0.50 -0.21 -0.28 -1.133
O -2.311 0.177 1.006 2.54 0.21 0.34 -0.488
F -3.042 -0.221 -0.141 -0.57 -0.54 -1.33 -0.276
Si 0.195 -0.188 -0.311 -1.69 0.82 1.76 2.087
H 1.646 1.847 -0.633 0.16 -0.07 0.02 0.252
H 0.109 1.998 -1.488 -0.08 -0.15 -0.04 0.270
H 0.172 2.214 0.251 -0.11 -0.09 0.22 0.286
H 0.839 -2.304 0.819 -0.14 -0.02 -0.13 0.272
H 2.218 -1.213 0.776 0.26 0.12 -0.11 0.255
H 0.920 -0.944 1.924 -0.12 0.20 0.06 0.281
H -1.714 -0.832 -1.172 -0.47 0.16 0.19 0.553
```
Positions in Å, forces in eV/Å.


An isolated molecule of C2H7FO2Si at a distorted geometry. Source: OMol25; level of theory: wB97M-V/def2-TZVPD.

Results
- HOMO: -10.81 eV
- Energy relative to the best compared isomer or geometry (same formula, charge and spin): 1.257 eV
- HOMO-LUMO gap: 11.4061 eV

```
13
Properties=species:S:1:pos:R:3:forces:R:3:nbo_charge:R:1
C 0.241 1.682 -0.166 2.95 -2.13 -3.89 -1.103
C 0.786 -1.446 0.880 -0.18 -1.72 -2.51 -1.140
O -0.324 -0.760 -1.757 0.38 -1.76 1.97 -1.077
O -1.645 -0.436 0.701 1.62 -0.35 -0.52 -0.459
F -2.618 0.418 0.155 -0.49 0.58 -0.39 -0.175
Si -0.138 -0.225 -0.230 -1.00 0.65 1.57 1.983
H -0.111 2.063 0.682 -1.88 1.55 3.51 0.232
H 1.387 1.867 -0.070 -1.83 -0.34 -0.66 0.239
H -0.198 2.232 -1.053 0.67 -0.62 0.99 0.244
H 1.543 -2.126 0.378 -1.14 0.69 -0.03 0.252
H 1.404 -0.983 1.558 1.03 1.42 2.00 0.239
H 0.066 -2.106 1.383 0.15 0.33 -0.05 0.263
H -0.395 -0.179 -2.461 -0.27 1.71 -2.00 0.502
```
Positions in Å, forces in eV/Å.


A cluster of 2 separate species, C2H7IN2 in total at a distorted geometry. Source: OMol25; level of theory: wB97M-V/def2-TZVPD.

Results
- HOMO (spin up / spin down): -8.48 / -8.48 eV
- Energy relative to the best compared isomer or geometry (same formula, charge and spin): 4.724 eV
- HOMO-LUMO gap (spin up / spin down): 6.2163 / 6.2152 eV

```
12
Properties=species:S:1:pos:R:3:forces:R:3:nbo_charge:R:1
C 0.898 -0.587 0.294 -1.05 0.71 -5.21 -0.604
C -0.512 -1.047 -0.222 -0.15 -0.99 2.19 -0.282
N -0.502 2.080 -0.166 -0.14 -1.75 0.58 -0.724
N -1.416 -0.294 0.595 0.21 2.39 -0.70 -0.474
I -3.354 -0.097 0.062 0.06 -0.21 -0.26 0.346
H 1.544 -1.185 -0.366 0.55 0.27 0.58 0.198
H 1.012 0.552 0.040 -0.28 -2.34 0.93 0.270
H 0.931 -0.882 1.250 0.81 -0.50 3.68 0.207
H -0.475 -0.973 -1.270 -0.80 0.45 -1.62 0.194
H -0.919 -2.174 -0.019 1.48 2.07 -0.13 0.229
H -0.803 1.778 -1.091 -0.30 0.03 -0.09 0.313
H -1.266 2.623 0.226 -0.38 -0.13 0.06 0.327
```
Positions in Å, forces in eV/Å.


A cluster of 2 separate species, C2H7IN3 in total at a distorted geometry. Source: OMol25; level of theory: wB97M-V/def2-TZVPD.

Results
- Charge: +1
- HOMO: -13.83 eV
- Energy relative to the best compared isomer or geometry (same formula, charge and spin): 1.376 eV
- HOMO-LUMO gap: 9.4928 eV

```
13
Properties=species:S:1:pos:R:3:forces:R:3:nbo_charge:R:1
C -0.745 0.367 0.010 1.39 -0.72 1.65 0.661
C 1.797 -0.935 -0.546 -2.06 3.27 -2.76 -0.335
N -1.903 0.975 -0.129 0.44 0.35 1.94 -0.752
N -0.340 0.156 1.301 2.39 -1.66 -0.77 -0.794
N 0.066 0.070 -1.021 2.12 -1.63 2.05 -0.667
I 3.152 0.320 0.432 -0.53 -0.53 -0.42 0.327
H 1.886 -0.957 -1.677 0.54 -0.74 1.85 0.257
H 1.345 -1.699 0.030 -0.03 -0.99 0.13 0.203
H -2.248 1.469 0.708 -0.47 -0.54 -1.31 0.434
H -2.307 0.886 -1.010 -1.29 0.76 -1.34 0.425
H -0.797 0.319 2.158 -1.54 0.93 0.34 0.422
H 0.394 -0.538 1.563 -0.63 1.16 -1.23 0.413
H -0.299 -0.432 -1.819 -0.33 0.35 -0.12 0.406
```
Positions in Å, forces in eV/Å.